(1)
C2H9N2OP3 | ωB97M-V/def2-TZVPD

## Properties
net charge = 0
spin multiplicity = 1
relative energy (zero: lowest compared OMol25 entry of this formula, charge and spin) = 757.54 kJ/mol
HOMO level (alpha / beta) = -7.7 / -7.7 eV

```
17
Properties=species:S:1:pos:R:3:forces:R:3:mulliken_charge:R:1
C 0.96016 -0.47465 -0.50004 -3.67 -1.82 -1.22 0.253
C -1.76502 -0.88097 -1.00148 1.10 -0.15 -1.71 -0.720
N -0.98184 -1.35113 0.10029 2.93 -0.24 -2.14 -0.447
N 0.01489 0.51328 2.59918 -0.68 -1.08 0.23 -0.625
O 0.90159 -0.30007 -1.83514 -1.30 0.03 1.28 -0.401
P 0.15671 1.91750 0.10156 -1.82 -0.79 -0.64 -0.069
P 2.01346 -1.15308 0.64620 1.77 0.15 -1.26 -0.156
P 1.24326 0.83715 1.70758 1.65 0.00 0.40 0.261
H -1.16350 -1.29032 -2.03810 -2.41 0.39 2.39 0.214
H -1.73742 0.20577 -1.09826 -0.22 0.32 -0.02 0.312
H -2.86358 -1.14266 -0.98068 1.31 -0.37 -0.22 0.323
H -0.01956 -0.40354 3.07410 0.12 0.86 -0.10 0.258
H -1.13386 -0.95505 1.00148 -0.36 1.21 0.53 0.292
H -0.09712 -0.29359 -2.14579 2.18 0.21 0.96 0.307
H 0.13914 2.83777 1.09988 -0.45 1.21 0.93 0.076
H 1.03130 2.68281 -0.61233 1.32 0.29 -0.55 0.045
H 3.30138 -0.74921 -0.11845 -1.47 -0.22 1.14 0.077
```
Positions in Å, forces in eV/Å.

***

(2)
C28H33F2N4 | ωB97M-V/def2-TZVPD

## Properties
net charge = +1
spin multiplicity = 1
relative energy (zero: lowest compared OMol25 entry of this formula, charge and spin) = 5.00 kJ/mol
HOMO level = -9.1 eV

```
67
Properties=species:S:1:pos:R:3:forces:R:3:mulliken_charge:R:1
C 5.88469 3.84366 -2.33836 0.55 -0.11 -0.06 -1.473
C 4.51530 3.28542 -2.39530 0.35 0.40 0.01 1.031
C 3.43637 4.15650 -2.55358 -0.58 -0.28 0.32 0.038
F 3.66174 5.49145 -2.59507 -0.18 -0.94 -0.20 -0.304
C 2.15510 3.66056 -2.62638 0.23 0.74 -0.23 -0.705
C 1.88809 2.28541 -2.46373 0.22 0.07 -0.17 0.773
C 0.59845 1.70530 -2.40825 -0.27 0.55 0.04 -0.032
C -0.68642 2.29990 -2.37050 0.10 -0.12 0.14 0.968
C -0.93557 3.67854 -2.22500 -0.38 0.89 0.25 -0.722
C -2.21518 4.18538 -2.26804 0.80 -0.31 -0.28 -0.011
F -2.42711 5.52135 -2.21580 0.15 -0.87 0.17 -0.308
C -3.30471 3.32323 -2.39111 -0.44 0.33 0.03 1.098
C -4.67074 3.89465 -2.39503 -0.53 -0.12 0.06 -1.532
C -3.08130 1.95480 -2.46549 0.20 0.00 -0.02 -0.751
C -1.80688 1.45037 -2.45843 0.18 -0.39 -0.05 -0.546
C 2.99983 1.42652 -2.35029 -0.35 -0.26 0.08 -0.839
C 4.27678 1.91942 -2.32387 -0.08 -0.01 -0.03 -0.760
H 6.63574 3.05117 -2.31257 -0.12 0.10 0.01 0.377
H 6.06645 4.46206 -3.21937 0.05 0.11 0.12 0.342
H 6.00892 4.46260 -1.44712 -0.01 0.09 -0.10 0.331
H 1.37949 4.34782 -2.89290 -0.14 0.24 0.05 0.641
H 0.59275 0.62772 -2.37116 -0.07 -0.30 0.04 0.256
H -0.14850 4.35929 -1.98017 0.15 0.27 -0.04 0.585
H -5.43019 3.10972 -2.39658 0.13 0.10 -0.02 0.375
H -4.81537 4.51063 -1.50512 -0.04 0.11 -0.12 0.340
H -4.81919 4.52002 -3.27786 0.00 0.09 0.10 0.344
H -3.92304 1.28582 -2.52080 -0.15 -0.07 -0.03 0.375
H -1.64954 0.38611 -2.50994 0.05 -0.16 0.02 0.236
H 2.83105 0.36506 -2.27563 -0.04 -0.20 0.07 0.455
H 5.11207 1.24402 -2.24807 0.15 -0.07 0.05 0.365
C -3.56471 -4.22970 -0.91573 -0.36 0.07 -0.03 -1.062
C -2.09150 -4.54401 -0.78025 0.65 0.38 0.52 -0.992
N -1.55796 -4.13305 0.53434 -0.38 0.18 0.40 0.146
C -1.14681 -5.22324 1.43619 0.31 0.65 -0.52 -0.794
C -1.04938 -4.76609 2.88861 0.01 0.87 0.13 -0.762
N -0.35101 -3.47668 3.00366 -0.07 0.49 -0.49 -0.057
C 0.50932 -3.21740 4.16764 -0.13 -0.17 -0.87 -0.758
C 0.47036 -1.74749 4.57491 -0.48 0.45 -0.60 -0.804
N 0.58330 -0.84207 3.41702 0.41 -0.34 -0.22 0.165
C 0.96969 0.55090 3.72048 -0.64 -0.65 -0.28 -0.994
C 2.35213 0.87942 3.20267 0.35 0.08 -0.11 -1.016
C 0.01209 -1.21055 2.17222 0.13 0.54 1.27 0.376
C -0.13919 -0.31193 1.11952 0.47 0.57 0.45 -1.045
N -0.74416 -0.56980 -0.02720 0.05 -0.03 -0.01 -0.275
C -1.22660 -1.79308 -0.15948 -0.40 -0.52 -0.48 -0.817
C -1.11844 -2.80888 0.78555 -0.05 -1.35 -0.50 0.079
C -0.48566 -2.50250 1.99158 0.20 -1.30 1.34 0.875
H -3.96356 -4.49660 -1.89766 0.12 -0.03 0.02 0.377
H -4.14044 -4.77070 -0.16337 0.03 -0.02 0.00 0.318
H -3.74990 -3.16695 -0.75495 0.01 0.01 -0.01 0.287
H -1.90859 -5.61574 -0.91260 -0.03 0.13 0.20 0.472
H -1.49818 -4.05933 -1.56230 -0.10 0.04 -0.07 0.470
H -1.84917 -6.05703 1.33338 -0.02 0.22 0.14 0.480
H -0.17559 -5.58618 1.08589 0.19 -0.17 0.25 0.335
H -2.04281 -4.64625 3.33298 -0.16 -0.19 -0.17 0.276
H -0.52020 -5.50308 3.50123 0.03 0.03 -0.26 0.492
H 0.18644 -3.86527 4.98899 -0.07 0.26 -0.04 0.488
H 1.52569 -3.52893 3.90546 0.17 0.19 0.16 0.277
H -0.47451 -1.51765 5.07709 -0.12 -0.26 0.19 0.340
H 1.26830 -1.51765 5.28892 0.02 -0.13 -0.22 0.479
H 0.20910 1.22010 3.30548 0.09 0.07 -0.06 0.466
H 0.91482 0.70068 4.80418 0.05 -0.19 -0.13 0.459
H 2.63938 1.91572 3.39754 -0.11 -0.03 0.05 0.380
H 3.09672 0.23283 3.66933 -0.02 0.00 0.03 0.314
H 2.41254 0.71051 2.12690 -0.02 0.00 -0.03 0.247
H 0.26231 0.68033 1.22348 0.10 0.32 0.06 0.416
H -1.74291 -1.99718 -1.08017 -0.13 -0.09 -0.31 0.420
```
Positions in Å, forces in eV/Å.

***

(3)
C6H11NO | ωB97M-V/def2-TZVPD

## Properties
net charge = 0
spin multiplicity = 1
relative energy (zero: lowest compared OMol25 entry of this formula, charge and spin) = 267.86 kJ/mol
HOMO level = -7.5 eV

```
19
Properties=species:S:1:pos:R:3:forces:R:3:mulliken_charge:R:1
C -1.43206 -1.25182 0.28737 0.81 0.03 0.51 -1.258
C -1.06707 0.11015 -0.26378 -0.68 0.97 -2.78 1.068
C -1.93018 1.24352 0.23073 -0.05 -0.07 -0.13 -1.458
N -0.43388 0.29943 -1.43313 -1.94 1.21 2.20 -0.546
C 0.67813 -0.44240 -1.43333 1.30 -1.87 1.17 -0.544
C 1.43382 -0.39744 -0.27051 0.69 -0.42 -1.66 0.801
C 1.84607 0.88224 0.40369 -0.63 -0.12 0.63 -1.402
O 2.25564 -1.48010 -0.01822 0.16 0.34 0.10 -0.539
H -0.97772 -2.07399 -0.26411 0.13 0.17 0.03 0.329
H -2.51977 -1.38523 0.25320 0.10 0.29 -0.01 0.410
H -1.12299 -1.32443 1.33345 -0.14 -0.22 0.02 0.300
H -1.76674 2.15015 -0.35369 0.13 -0.14 0.06 0.327
H -1.69704 1.44643 1.28050 -0.08 0.00 -0.01 0.318
H -2.99177 0.98403 0.16430 0.04 -0.03 0.15 0.389
H 0.83800 -1.18779 -2.21049 0.30 0.11 0.01 0.377
H 1.64867 0.83477 1.47913 0.12 0.14 0.04 0.308
H 1.31981 1.74837 0.00192 -0.03 -0.19 -0.04 0.320
H 2.92264 1.05063 0.27010 -0.08 -0.16 -0.07 0.477
H 2.99644 -1.20654 0.54287 -0.16 -0.05 -0.21 0.323
```
Positions in Å, forces in eV/Å.

***

(4)
C19H34BrGePtSi3 | ωB97M-V/def2-TZVPD

## Properties
net charge = 0
spin multiplicity = 2
HOMO level (alpha / beta) = -6.3 / -7.8 eV

```
59
Properties=species:S:1:pos:R:3:forces:R:3:mulliken_charge:R:1
Pt 0.00000 0.00000 0.00000 1.21 -0.21 2.63 1.168
Br -1.16578 -0.95255 -1.96472 -0.10 1.16 -0.27 -0.130
C -2.69114 -1.40461 -0.92171 -3.37 1.92 -0.24 0.372
C -3.75969 -2.02542 -1.57473 -0.31 1.70 -0.22 -0.619
C -4.90093 -2.37798 -0.85960 -0.13 0.19 1.07 -0.699
C -4.97640 -2.11113 0.50780 -0.31 -0.43 -1.04 -0.970
C -3.91230 -1.48812 1.17985 -1.36 0.27 -0.50 1.056
C -3.98383 -1.21729 2.55732 0.62 0.92 1.25 -0.529
C -2.92385 -0.59777 3.22191 -1.48 -0.46 -0.15 -0.919
C -1.77965 -0.24150 2.51765 0.20 0.23 -1.32 -1.187
C -1.69938 -0.50569 1.15261 1.25 1.71 0.13 0.290
C -2.74978 -1.12748 0.45825 -0.16 1.24 -0.75 -0.016
H -3.71050 -2.23756 -2.63981 0.15 0.00 0.19 0.394
H -5.73300 -2.86092 -1.36596 0.18 0.08 0.06 0.382
H -5.87726 -2.39465 1.04850 0.20 0.09 0.02 0.400
H -4.87123 -1.48876 3.12557 0.10 -0.05 -0.24 0.414
H -2.99373 -0.39478 4.28742 -0.05 -0.06 -0.12 0.403
H -0.94715 0.24090 3.02066 -0.45 0.03 -0.20 1.098
C 3.34216 -4.37908 -0.98979 0.13 -0.38 0.10 -0.962
Si 2.47478 -2.74961 -1.26047 0.34 0.25 -0.45 0.416
C 3.75146 -1.39797 -1.42505 0.26 0.24 -0.07 -0.981
C 1.54370 -2.81960 -2.87534 -0.14 -0.06 -0.42 -0.844
Ge 1.02202 -2.28816 0.50295 0.02 1.14 -0.13 -0.181
Si 2.12932 -2.06807 2.54220 0.19 0.46 0.49 0.293
C 0.94951 -1.48673 3.86645 -0.15 0.13 0.33 -0.567
C 2.87929 -3.69481 3.06389 0.11 -0.40 0.04 -0.970
C 3.48247 -0.78952 2.41827 0.28 0.26 -0.03 -0.965
Si -0.76186 -3.78449 0.60892 -0.95 -0.33 0.08 0.129
C -1.93683 -3.30765 1.97745 0.20 -0.42 0.49 -1.211
C -1.73667 -3.75201 -0.98248 0.84 -1.37 -0.27 -0.271
C -0.14872 -5.52004 0.91412 0.40 -0.32 0.07 -1.000
H 4.02432 -4.57722 -1.84175 -0.30 -0.01 0.47 0.389
H 2.59389 -5.19332 -0.92382 0.52 0.26 0.02 0.229
H 3.93058 -4.33649 -0.05241 -0.24 -0.21 -0.47 0.233
H 4.40330 -1.61750 -2.29541 -0.26 0.20 0.41 0.370
H 4.37760 -1.35307 -0.51670 -0.19 0.16 -0.43 0.263
H 3.24372 -0.42427 -1.58060 0.39 -0.43 0.13 0.229
H 2.26245 -2.99033 -3.70288 -0.41 0.11 0.32 0.438
H 1.01145 -1.86029 -3.04049 0.40 -0.69 -0.13 0.066
H 0.82102 -3.65529 -2.85732 0.18 0.44 -0.18 0.214
H 0.15801 -2.23962 4.02797 0.18 0.45 0.03 0.257
H 0.49471 -0.52212 3.56142 0.47 -0.76 0.40 -0.205
H 1.50716 -1.34823 4.81531 -0.31 -0.03 -0.40 0.514
H 2.07983 -4.45268 3.17880 0.53 0.21 -0.01 0.235
H 3.40164 -3.56372 4.03349 -0.23 -0.17 -0.48 0.383
H 3.60620 -4.03285 2.29968 -0.32 -0.02 0.47 0.224
H 3.05034 0.17961 2.09484 0.39 -0.49 0.13 0.249
H 4.24942 -1.12208 1.69624 -0.22 0.32 0.30 0.227
H 3.96000 -0.66767 3.41202 -0.17 0.02 -0.49 0.371
H -2.29739 -2.27133 1.81427 1.13 -2.63 1.03 0.232
H -1.42645 -3.38170 2.95439 -0.29 0.02 -0.27 0.303
H -2.80029 -4.00387 1.97488 0.34 0.28 0.05 0.368
H -2.10035 -2.72202 -1.17423 1.40 -4.05 0.27 -0.917
H -2.60329 -4.43875 -0.89232 0.29 0.37 -0.07 0.398
H -1.10454 -4.08893 -1.82296 -0.25 0.04 0.20 0.331
H 0.40333 -5.55682 1.87383 -0.21 -0.20 -0.49 0.237
H 0.51992 -5.82911 0.08708 -0.27 -0.06 0.49 0.228
H -1.01456 -6.21136 0.96308 0.48 0.30 -0.02 0.364
H 0.78536 0.65424 1.38058 -0.75 -0.96 -1.81 -0.025
```
Positions in Å, forces in eV/Å.

***

Q: Which E values were calculated for the entries above? A: -35106.6334, -40959.8915, -9935.6783, -173690.6601, in eV.